C26H62O8S6Sb | the ωB97M-V functional and the def2-TZVPD basis

The HOMO energy is -3.6 eV. As for the LUMO energy: 1.2 eV. As for the largest force on an atom: 8.78 eV/Å.

Structure (ORCA input):
```
! RIJCOSX wB97M-V def2-TZVPD def2/J DEFGRID3
* xyz -1 1
C -5.6349 -6.1823 1.0450
C -6.0791 -4.7520 0.3366
C -4.8796 -4.1601 -0.6672
C -5.3315 -4.2442 -2.2756
C -4.6013 -5.5074 -3.0171
C -3.3198 -5.1333 -3.9637
C -2.2863 -4.0099 -3.2803
C -1.6042 -4.7141 -1.9855
C -1.4108 -3.8066 -0.6521
C -1.5907 -2.1949 -0.8216
C -1.5449 -1.4433 0.6720
Sb -2.1419 0.6824 0.2428
S -3.9370 0.6625 1.9057
C -3.4747 2.0175 3.1680
C -3.3126 1.2145 4.6116
O -4.2864 1.4006 5.5065
O -2.1389 0.3388 4.7603
C -1.9203 -0.0728 6.1559
C -2.5916 -1.5591 6.3524
C -4.0954 -1.5212 7.0670
O -1.7780 -2.4764 7.1752
C -0.6433 -3.0369 6.4255
O 0.5831 -2.4565 6.5014
C -0.7073 -4.4151 5.4913
S -1.4652 -4.1268 3.7900
H -4.4539 -6.3534 1.0319
H -6.0852 -7.1321 0.4987
H -5.9242 -6.1921 2.2019
H -6.2103 -3.9787 1.2048
H -7.0847 -4.9337 -0.2682
H -3.9946 -4.9387 -0.5643
H -4.5420 -3.0708 -0.3710
H -5.0942 -3.1848 -2.7699
H -6.5233 -4.3099 -2.2802
H -4.2526 -6.3235 -2.2275
H -5.4480 -6.0515 -3.6595
H -3.7516 -4.5897 -4.9333
H -2.7303 -6.0847 -4.3687
H -2.9417 -3.0649 -3.0859
H -1.4390 -3.8380 -4.1014
H -0.5176 -5.0789 -2.3185
H -2.1646 -5.7112 -1.6561
H -0.2947 -3.9852 -0.2668
H -2.0956 -4.2258 0.2310
H -2.6828 -1.9475 -1.2350
H -0.8372 -1.6676 -1.5435
H -2.3816 -1.9636 1.3315
H -0.5044 -1.5353 1.1986
H -3.3529 0.1681 -0.9520
H -2.5347 2.3429 -0.1397
H -1.0252 1.2275 1.4651
H -0.9151 0.6667 -1.0168
H -2.4640 2.5096 2.8412
H -4.2713 2.8774 3.2265
H -0.7450 -0.2219 6.2771
H -2.2276 0.7190 6.9614
H -2.7818 -2.0247 5.2738
H -4.1264 -2.1454 8.0823
H -4.3737 -0.4128 7.3846
H -4.9474 -1.9283 6.3638
H 0.4065 -4.7852 5.2873
H -1.2220 -5.2738 6.1087
H -0.5546 -4.4200 2.7619
C 3.6290 1.7735 -0.5206
S 1.8460 2.0779 -0.4759
O 1.1680 0.8697 -1.0502
C 1.8465 3.3598 -1.7523
H 3.8620 0.9695 0.1817
H 3.9319 1.4744 -1.5268
H 4.1615 2.6795 -0.2218
H 2.2607 2.9617 -2.6819
H 2.4384 4.2130 -1.4128
H 0.8159 3.6802 -1.9232
C -0.6368 1.0123 -6.4725
S -0.4956 1.2637 -4.6863
O -0.0526 2.6792 -4.4640
C 0.9505 0.1997 -4.4648
H -1.4653 1.6198 -6.8446
H 0.2878 1.3190 -6.9673
H -0.8409 -0.0412 -6.6778
H 1.7762 0.5572 -5.0849
H 0.6937 -0.8267 -4.7370
H 1.2472 0.2312 -3.4136
C 7.3274 4.6835 -1.4153
S 5.5444 4.9878 -1.3707
O 4.8664 3.7796 -1.9449
C 5.5449 6.2697 -2.6471
H 7.5604 3.8794 -0.7130
H 7.6304 4.3843 -2.4216
H 7.8599 5.5894 -1.1166
H 5.9591 5.8716 -3.5766
H 6.1368 7.1229 -2.3075
H 4.5143 6.5902 -2.8179
C 10.7244 7.8804 0.5188
S 8.9414 8.1848 0.5635
O 8.2634 6.9765 -0.0108
C 8.9419 9.4666 -0.7130
H 10.9574 7.0763 1.2211
H 11.0273 7.5813 -0.4875
H 11.2569 8.7864 0.8176
H 9.3561 9.0685 -1.6425
H 9.5337 10.3198 -0.3734
H 7.9113 9.7871 -0.8838
*
```

Here are the Löwdin charges for atoms 1 to 99, given in e: C -0.16; C -0.23; C -0.19; C -0.20; C -0.23; C -0.23; C -0.20; C -0.23; C -0.24; C -0.32; C -0.43; Sb 0.55; S 0.30; C -0.48; C -0.33; O -0.07; O -0.10; C -0.12; C -0.27; C -0.06; O -0.10; C -0.27; O -0.04; C -0.45; S 0.63; H 0.07; H 0.07; H 0.07; H 0.10; H 0.10; H 0.06; H 0.11; H 0.11; H 0.10; H 0.10; H 0.11; H 0.11; H 0.11; H 0.09; H 0.11; H 0.11; H 0.10; H 0.11; H 0.09; H 0.06; H 0.10; H 0.03; H 0.06; H -0.10; H -0.13; H -0.10; H -0.09; H 0.06; H 0.08; H 0.14; H 0.14; H 0.14; H 0.09; H 0.08; H 0.09; H 0.10; H 0.09; H -0.12; C -0.29; S 0.81; O -0.62; C -0.27; H 0.05; H 0.05; H 0.02; H 0.05; H 0.03; H 0.05; C -0.29; S 0.81; O -0.56; C -0.26; H 0.04; H 0.05; H 0.05; H 0.05; H 0.05; H 0.02; C -0.27; S 0.84; O -0.58; C -0.26; H 0.06; H 0.06; H -0.01; H 0.06; H 0.04; H 0.05; C -0.27; S 0.85; O -0.57; C -0.27; H 0.05; H 0.06